Entry from OMol25: a 12-piece molecular cluster, CH26O11S2 overall at a distorted geometry (the ωB97M-V functional and the def2-TZVPD basis).

```
40
Properties=species:S:1:pos:R:3:mulliken_charge:R:1
C -0.6331 0.6343 -2.5115 -0.42
S -0.2946 1.9606 -1.4209 0.41
S -0.1813 3.5486 -2.6303 0.01
H -0.6437 -0.2758 -1.9177 -0.34
H 0.0771 0.5471 -3.3309 0.47
H -1.6232 0.7092 -2.9721 0.51
H 0.0271 4.4348 -1.6295 0.27
H -3.8270 -2.2451 0.4385 0.32
H -3.8280 -1.3227 -0.7196 0.28
O -3.4079 -1.4374 0.1405 -0.65
H 2.4177 -4.2950 -0.7428 0.33
H 1.3905 -3.4318 0.0079 0.37
O 1.4751 -4.2111 -0.5704 -0.66
H 0.7579 1.8063 2.1872 0.30
H 2.2652 2.3044 2.3658 0.31
O 1.4959 1.9188 2.7891 -0.66
H 2.0065 0.2001 3.4564 0.34
H 2.2116 -1.2779 3.8272 0.26
O 2.3311 -0.6538 3.1055 -0.55
H -3.0001 -2.1466 -2.4983 0.31
H -1.6268 -1.5884 -2.6971 0.42
O -2.5529 -1.3202 -2.7028 -0.62
H 4.4043 -0.5135 0.3972 0.31
H 3.7360 0.5615 1.3230 0.32
O 4.4057 0.4099 0.6533 -0.62
H -2.0142 3.9863 1.1680 0.30
H -0.9424 4.3240 2.1257 0.31
O -1.1761 3.6311 1.4932 -0.58
H -1.8861 -1.8181 1.0188 0.33
H -0.5387 -2.4036 0.7493 0.34
O -0.9730 -1.7907 1.3483 -0.60
H -0.1434 -3.3496 -1.3810 0.36
H -0.5433 -4.1536 -2.6117 0.26
O -0.7741 -3.3674 -2.1070 -0.63
H 0.6231 -1.0943 0.2976 0.22
H 2.0324 -1.3334 0.8173 0.29
O 1.4629 -1.5045 0.0512 -0.62
H -0.5507 -1.9358 3.8155 0.32
H -1.4711 -1.0312 4.6680 0.30
O -0.7235 -1.6317 4.7041 -0.63
```

Summary:
multiplicity	2
E_HOMO (alpha / beta)	-13.18 / -13.18	eV
Kohn-Sham gap (alpha / beta)	8.830 / 5.598	eV
total charge	+1
E	-1677.39657	hartree


Entry from OMol25: one molecule with the formula C4H6FN at a distorted geometry (the ωB97M-V functional and the def2-TZVPD basis).

```
12
Properties=species:S:1:pos:R:3:mulliken_charge:R:1
C -1.0552 1.2665 -0.0503 -0.01
C 0.2569 -0.9306 0.2396 -0.68
C 0.9701 0.3471 0.3702 -0.21
C -1.6586 0.0197 -0.4294 -0.08
N 0.1299 1.5207 0.2540 -0.51
F -2.6610 -0.3987 0.4083 -0.27
H -1.6773 2.1833 0.0519 0.38
H 0.3815 -1.5662 -0.5862 0.36
H -0.3922 -1.4361 1.0383 0.29
H 1.6219 0.4063 1.3064 0.25
H 1.7837 0.6082 -0.3600 0.26
H -2.1181 -0.1513 -1.3584 0.21
```

Summary:
ΔE to the lowest compared entry with this formula, charge and spin	75.3	kcal per mole
E_HOMO	-9.02	eV
Kohn-Sham gap	9.728	eV
E	-310.49760	hartree


Entry from OMol25: a 2-piece molecular cluster, C3H4IN3 overall at a distorted geometry (the ωB97M-V functional and the def2-TZVPD basis).

```
11
Properties=species:S:1:pos:R:3:mulliken_charge:R:1
C -0.0066 -1.4025 1.2809 -0.79
C -0.4338 -2.1795 0.3361 0.25
C -0.9270 0.5688 -0.9148 0.33
N -0.8505 -1.8387 -0.9543 -1.16
N -1.0054 -0.5999 -1.0759 0.71
N -1.2505 1.8611 -1.0115 -0.28
I -3.7236 2.3399 1.4662 0.03
H 0.6889 -1.0946 2.0098 0.35
H -0.2536 -3.3027 0.5316 0.28
H -2.1356 2.1259 -0.5463 0.06
H -0.5329 2.4895 -1.1759 0.22
```

Summary:
ΔE to the lowest compared entry with this formula, charge and spin	4.4	kcal per mole
multiplicity	3
E_HOMO (alpha / beta)	-7.87 / -7.51	eV
Kohn-Sham gap (alpha / beta)	8.401 / 3.611	eV
E	-578.42066	hartree


Entry from OMol25: C2H11AsNS as an isolated structure at a distorted geometry (the ωB97M-V functional and the def2-TZVPD basis).

```
16
Properties=species:S:1:pos:R:3:mulliken_charge:R:1
C 0.5628 0.6137 1.9354 -0.60
N -0.4027 -0.5205 1.6720 -0.44
C -1.2574 -0.2972 0.4442 -0.79
As -0.2475 -0.2075 -1.3028 -0.51
S 1.0637 0.0926 -3.1656 -0.55
H 0.3700 1.5477 1.2484 0.20
H 1.6417 0.2078 1.6260 0.23
H 0.6711 0.8958 3.0886 0.23
H 0.1144 -1.4129 1.5077 0.30
H -2.0194 -1.2152 0.4017 0.29
H -1.9091 0.6934 0.5103 0.30
H -0.3806 -1.7429 -1.5763 0.12
H 1.1011 -0.5393 -0.5485 -0.02
H -0.0740 1.3405 -1.0375 0.08
H -1.5613 0.0707 -2.1357 0.10
H 2.3272 0.4735 -2.6679 0.08
```

Summary:
E_HOMO	-3.31	eV
Kohn-Sham gap	7.156	eV
total charge	-1
E	-2771.34129	hartree


Entry from OMol25: C16H27BF2MnN9OS as an isolated structure (the ωB97M-V functional and the def2-TZVPD basis).

```
58
Properties=species:S:1:pos:R:3:mulliken_charge:R:1
Mn -0.1108 0.5648 0.0433 0.34
N -1.7508 -0.6730 2.6813 0.15
C -1.2743 -2.0513 3.0612 -0.09
C -0.4177 -1.9319 4.3197 -1.30
C 0.8989 -1.1959 4.0469 0.25
N 0.5923 0.2031 3.6977 -0.59
C 1.6724 -1.9088 2.9404 -1.57
C 0.9109 -2.2346 1.6508 0.19
N 0.9837 -1.1224 0.6477 -0.46
C -0.5169 -2.7195 1.9156 -1.04
H -2.5089 -0.3721 3.2906 0.47
H -2.0640 -0.6155 1.7007 0.32
H -0.9164 -0.0296 2.8475 0.12
H -2.1669 -2.6422 3.2652 0.37
H -0.2068 -2.9397 4.6823 0.51
H -0.9751 -1.4260 5.1135 0.43
H 1.5152 -1.2462 4.9488 0.29
H 1.3239 0.6723 3.1688 0.16
H 0.4514 0.7573 4.5361 0.26
H 2.0060 -2.8610 3.3595 0.47
H 2.5860 -1.3544 2.7056 0.46
H 1.4299 -3.0767 1.1895 0.44
H 1.0011 -1.5973 -0.2620 0.21
H 1.9113 -0.7100 0.7256 0.30
H -0.4507 -3.7754 2.1873 0.50
H -1.1004 -2.6913 0.9942 0.24
N -1.9817 -0.4510 -0.2037 -0.84
C -1.9216 -1.0428 -1.2109 0.43
C -1.6134 -1.8554 -2.2797 0.22
C -2.0240 -1.5641 -3.5985 0.10
N -2.3428 -1.3334 -4.6820 -0.62
C -0.5828 -2.7776 -1.9630 0.25
N 0.2759 -3.4327 -1.5526 -0.56
C -1.5005 1.9194 -5.4247 -0.84
S 0.1413 1.8270 -4.7436 0.35
C 0.6543 0.2382 -5.3449 -0.78
O -0.0864 1.4966 -3.2228 -0.16
H -1.3915 2.0651 -6.4999 0.46
H -1.9756 2.7911 -4.9789 0.31
H -2.0443 1.0029 -5.2009 0.24
H 0.7950 0.3374 -6.4213 0.44
H -0.1095 -0.5036 -5.1217 0.16
H 1.6058 0.0054 -4.8722 0.33
F -1.8238 2.8518 -2.3576 -0.31
B -0.4556 2.6964 -2.3292 0.37
F 0.2245 3.8022 -2.7908 -0.28
N 3.2639 2.5907 0.6786 -0.47
C 1.9150 2.3711 0.6390 0.09
C 1.3228 1.8187 -0.5950 -0.06
N 0.0003 2.3065 -0.9019 0.11
C -0.7905 2.4821 0.2076 -0.48
C -0.1871 2.1894 1.4313 -0.53
N 1.1865 2.5085 1.6912 -0.83
H 3.7167 2.8348 -0.1861 0.24
H 3.5965 3.0884 1.4905 0.29
H 1.9579 1.7403 -1.4693 0.66
H -1.8260 2.7427 0.0479 0.65
H -0.8225 2.2312 2.3073 0.62
```

Summary:
ΔE to the lowest compared entry with this formula, charge and spin	0.0	kcal per mole
multiplicity	2
E_HOMO (alpha / beta)	-10.35 / -10.22	eV
Kohn-Sham gap (alpha / beta)	8.057 / 7.938	eV
total charge	+1
E	-2967.58556	hartree


Entry from OMol25: a 13-piece molecular cluster, C21H68N10O13 overall at a distorted geometry (the ωB97M-V functional and the def2-TZVPD basis).

```
112
Properties=species:S:1:pos:R:3:mulliken_charge:R:1
C 2.6074 -0.3058 4.3723 -1.54
C 2.2864 -1.3348 3.3493 1.22
O 1.9994 -2.5618 4.0223 -0.68
H 1.8474 -0.1798 5.1893 0.24
H 2.5894 0.6122 3.8183 0.29
H 3.5534 -0.4218 4.8783 0.40
H 3.2064 -1.4678 2.7653 0.34
H 1.4664 -0.9138 2.7373 -0.71
H 2.0704 -3.3138 3.4433 0.53
C -2.4366 4.3832 -0.1517 -1.92
C -2.6476 2.7962 -0.3127 0.54
O -2.2146 2.0252 0.8013 -0.85
H -2.9746 4.8152 -0.9337 0.50
H -1.4526 4.7572 -0.3107 0.31
H -2.7516 4.7322 0.8583 0.41
H -2.2336 2.3412 -1.2357 -0.55
H -3.7186 2.6382 -0.3757 0.42
H -2.7896 1.2982 0.8013 0.29
C 0.8614 2.1382 2.1513 -0.04
C -0.1166 1.6972 3.2073 0.68
O -0.9346 2.7622 3.5913 -0.63
H 1.4614 2.9652 2.5493 0.76
H 0.4874 2.4462 1.2813 -0.35
H 1.4534 1.2572 1.8123 -0.55
H 0.4584 1.3572 4.0893 0.55
H -0.7876 0.9572 2.9133 -0.82
H -1.4496 2.5942 4.3463 0.34
C 4.2654 1.3802 1.4483 -0.39
C 4.6464 2.1422 0.1823 -0.38
O 3.4494 2.3932 -0.4577 -0.26
H 5.0904 1.0052 1.9763 0.52
H 3.7714 0.4702 1.1653 -0.27
H 3.4404 1.7862 2.0573 0.03
H 5.3044 1.4932 -0.4337 0.23
H 5.1854 3.0942 0.3703 0.46
H 3.6234 3.0152 -1.1447 0.18
C -5.1266 1.2312 -2.6897 -1.44
C -3.8076 0.6262 -3.0177 -0.06
O -3.3166 -0.0868 -1.8467 -0.52
H -5.6766 0.4762 -2.2557 0.40
H -5.6046 1.4522 -3.6157 0.51
H -5.0996 2.1572 -2.0917 0.19
H -3.0396 1.3772 -3.3287 0.07
H -3.9506 -0.1018 -3.8267 0.53
H -3.5126 -1.0578 -1.9507 0.25
C 3.7734 -0.8018 -2.1307 -0.20
C 4.4544 0.2682 -3.0637 -0.47
O 3.5414 0.4272 -4.1117 -0.62
H 4.5854 -1.2488 -1.5077 0.33
H 3.1744 -1.4848 -2.7047 0.47
H 3.1344 -0.1798 -1.4707 -0.32
H 5.4194 0.0142 -3.4537 0.36
H 4.5314 1.2032 -2.5707 0.06
H 3.4244 -0.3398 -4.6347 0.34
C 0.6314 -1.4438 0.1273 -0.77
C -0.5646 -0.4338 0.1453 4.09
O -0.2206 0.8062 -0.3947 1.78
H 0.9884 -1.7578 -0.9227 -0.09
H 0.3534 -2.3128 0.6583 0.38
H 1.4794 -1.0608 0.5683 -0.26
H -1.0926 -0.3328 1.0803 -1.35
H -1.2726 -0.8668 -0.5867 -1.27
H -0.8756 1.4132 -0.1297 -1.04
C 3.5704 -3.5008 0.4433 -0.83
C 2.3494 -4.4388 0.5863 0.48
O 1.9664 -4.3508 1.9553 -0.60
H 3.3314 -2.4528 0.7933 -0.10
H 3.9924 -3.3328 -0.5327 0.38
H 4.3724 -3.7978 1.1703 0.37
H 2.5234 -5.4678 0.3003 0.41
H 1.4034 -4.1598 -0.0127 -0.54
H 1.0454 -4.7238 1.9343 0.28
C 0.1324 3.8592 -2.8187 0.37
O 0.2374 3.3692 -1.5287 -0.54
N 0.2024 5.1072 -3.1337 -0.39
N 0.1924 3.0362 -3.8397 -0.25
H 0.1584 5.8032 -2.3877 0.30
H 0.1754 5.5042 -4.0657 0.15
H 0.2414 2.0072 -3.7007 0.34
H -0.0546 3.3862 -4.8257 0.22
C -1.3046 -4.3448 -0.9807 0.48
O -1.3516 -5.7448 -1.0107 -0.82
N -0.4876 -3.7128 -1.7277 -0.15
N -2.3276 -3.6718 -0.5427 0.07
H 0.0474 -4.4638 -2.1617 0.22
H -0.4106 -2.6728 -2.0127 -0.02
H -3.0836 -4.1758 -0.0437 0.27
H -2.1946 -2.7298 -0.0787 -0.19
C -1.4456 -2.1058 3.3453 0.21
O -1.0786 -3.1978 2.5833 -0.59
N -0.7766 -1.7638 4.4483 -0.24
N -2.5546 -1.3548 3.1993 -0.39
H 0.1624 -2.1528 4.6583 0.31
H -1.1226 -1.0108 5.1663 0.21
H -3.0636 -1.5368 2.3273 0.26
H -2.5916 -0.3438 3.4353 0.27
C -4.4826 -0.5718 0.9953 -0.02
O -3.4736 -1.5468 0.7563 -0.71
N -5.3476 -0.5938 1.9883 -0.37
N -4.5116 0.5242 0.3103 -0.35
H -5.3426 -1.3828 2.6653 0.33
H -6.0406 0.1852 2.2293 0.21
H -4.0996 0.3132 -0.5847 0.42
H -5.0316 1.3812 0.5213 0.34
C 0.3464 -0.5628 -3.4027 0.24
O 1.1044 -1.2598 -4.4137 -0.82
N -0.8466 -0.8588 -3.0017 0.33
N 0.8364 0.5632 -2.9567 -0.36
H -1.4006 -1.5538 -3.4657 0.33
H -1.2066 -0.1698 -2.3737 -0.60
H 1.8324 0.8382 -3.1927 0.38
H 0.4594 1.0302 -2.1177 0.04
```

Summary:
ΔE to the lowest compared entry with this formula, charge and spin	195.5	kcal per mole
E_HOMO	-8.17	eV
Kohn-Sham gap	7.892	eV
E	-2366.42459	hartree